Entry from OMol25: a molecular structure, C37H94AsF6N6O13 (ωB97M-V/def2-TZVPD).

Output
net charge: -1
spin multiplicity: 1
orbital gap: 0.273 Eh

Structure (XYZ):
```
157
C37H94AsF6N6O13 ωB97M-V/def2-TZVPD
As 0.73695 -0.00567 0.15535
F -0.12723 0.18225 1.69341
F 1.74956 -1.32434 0.76632
F 1.44593 -0.13084 -1.47910
F -0.19662 1.39626 -0.41824
F 2.03625 1.18242 0.68912
F -0.49982 -1.16680 -0.43184
C -1.49468 0.49784 -2.57506
O -2.46967 -0.52676 -2.49800
C -2.12144 -1.56512 -1.54463
C -3.31479 -2.52291 -1.48135
N -4.43127 -1.83438 -0.87670
C -5.68602 -2.65998 -0.87309
C -6.90571 -1.81438 -0.55698
O -7.29414 -0.87924 -1.50939
C -7.82131 -1.38413 -2.68939
H -1.84059 1.23053 -3.30418
H -0.56681 0.02477 -2.89659
H -1.39275 1.06549 -1.65014
H -1.87729 -1.24425 -0.53195
H -1.27516 -2.15633 -1.89443
H -3.05969 -3.38872 -0.87028
H -3.50090 -2.78927 -2.52179
H -4.60532 -0.96779 -1.36540
H -5.59955 -3.48567 -0.16679
H -5.79234 -3.13800 -1.84690
H -6.66266 -1.19930 0.30946
H -7.72390 -2.48284 -0.28899
H -8.76791 -1.91627 -2.59539
H -7.11573 -1.91894 -3.32519
H -8.13029 -0.55574 -3.32688
C -0.02706 1.68109 4.61263
O 1.24271 1.80626 3.97294
C 1.24208 1.93895 2.56742
C 2.58568 2.49468 1.98589
N 2.72776 3.94593 2.19799
C 3.99181 4.38721 1.56339
C 5.19295 4.06643 2.49889
O 4.93183 4.70263 3.76908
C 5.98327 4.43005 4.73976
H -0.60578 0.82842 4.25747
H -0.53777 2.62637 4.42900
H 0.13496 1.57993 5.68577
H 0.41688 2.59122 2.28160
H 1.03941 0.92139 2.23336
H 2.62809 2.18795 0.94080
H 3.37480 1.92394 2.47542
H 2.88051 4.11726 3.18156
H 3.94975 5.46879 1.43489
H 4.08334 3.94193 0.57271
H 6.06224 4.58488 2.09437
H 5.32677 3.00465 2.70580
H 6.76991 5.15954 4.54707
H 6.24965 3.37355 4.70874
H 5.64383 4.56939 5.76614
C 4.73175 1.62336 -3.26932
O 3.43179 1.71290 -2.82679
C 3.31777 1.82828 -1.42513
C 1.89533 2.28979 -1.04959
N 1.59622 3.60502 -1.74505
C 0.20648 3.95963 -1.46661
C -0.22565 5.21697 -2.26824
O -0.07406 4.97484 -3.69084
C -0.41828 6.08314 -4.55053
H 4.62693 1.66624 -4.35342
H 5.14929 0.70136 -2.86476
H 5.40759 2.41116 -2.93659
H 3.96343 2.64404 -1.09994
H 3.61440 0.96149 -0.83455
H 1.83810 2.34899 0.03730
H 1.23191 1.43976 -1.20907
H 1.78244 3.38023 -2.71195
H 0.02899 4.23880 -0.42802
H -0.53005 3.19259 -1.70589
H 0.30204 6.15243 -2.08232
H -1.25778 5.54922 -2.15681
H -0.01757 7.03409 -4.19950
H -1.49273 6.25844 -4.60459
H -0.08580 5.79186 -5.54688
C 6.36733 -3.86261 -0.67152
O 5.12157 -3.29040 -1.09717
C 4.21767 -3.20684 0.02400
C 2.85775 -2.63610 -0.33368
N 2.22610 -3.32608 -1.42264
C 0.95769 -2.64142 -1.76289
C 0.23908 -3.42881 -2.93472
O 1.17953 -3.49560 -4.05732
C 0.51585 -3.85728 -5.31100
H 6.25612 -4.65264 0.07117
H 6.95167 -3.02662 -0.28711
H 6.81932 -4.34722 -1.53694
H 4.61511 -2.57186 0.81581
H 4.11178 -4.16632 0.53025
H 2.95464 -1.56116 -0.48605
H 2.18780 -2.77807 0.51433
H 2.81819 -3.44002 -2.23293
H 1.21224 -1.61709 -2.03503
H 0.26389 -2.60497 -0.92300
H -0.59837 -2.75066 -3.09872
H -0.10154 -4.44076 -2.71551
H -0.13818 -3.06262 -5.66998
H -0.09762 -4.75012 -5.19020
H 1.31077 -4.03248 -6.03593
C -5.17397 1.26069 -1.36625
O -4.04275 1.59248 -0.51052
C -3.49133 0.46759 0.11972
C -2.18539 0.90292 0.89917
N -2.60205 1.59870 2.20069
C -1.46288 2.19496 2.89465
C -1.13543 3.66818 2.45816
O -2.38465 4.46165 2.48379
C -2.07116 5.78487 2.02936
H -5.03050 0.51790 -2.15097
H -5.52378 2.17071 -1.85368
H -6.07177 0.92966 -0.84425
H -3.16815 -0.27452 -0.61030
H -4.23142 0.01994 0.78304
H -1.60959 1.57393 0.26174
H -1.54615 0.03988 1.08528
H -3.18173 2.41132 2.04666
H -0.56048 1.58718 2.82840
H -1.81700 2.14462 3.92429
H -0.72537 3.55387 1.45472
H -0.28777 4.04537 3.03026
H -2.99896 6.35227 2.10250
H -1.72115 5.74949 0.99769
H -1.49797 6.34577 2.76757
C -3.01903 -6.06631 -2.03911
O -2.23445 -4.89842 -1.73749
C -2.12557 -4.75726 -0.32639
C -1.35275 -3.40959 -0.12486
N -1.23185 -3.24690 1.30203
C -0.54978 -2.01241 1.65256
C -0.08871 -2.06734 3.10030
O 0.55531 -3.35053 3.25375
C 0.96146 -3.57926 4.56256
H -2.67404 -6.88247 -1.40431
H -2.97575 -6.33014 -3.09582
H -4.01528 -5.70513 -1.78390
H -1.54366 -5.55930 0.12770
H -3.12984 -4.67147 0.08858
H -1.98735 -2.65551 -0.59042
H -0.40420 -3.53280 -0.64752
H -0.76278 -4.00596 1.77521
H -1.22675 -1.18181 1.45279
H 0.26680 -1.83098 0.95372
H -1.00690 -1.95842 3.67750
H 0.47609 -1.17684 3.37617
H 1.37788 -2.62323 4.87988
H 1.77847 -4.29831 4.62234
H 0.07517 -3.85164 5.13561
C 2.58127 -2.72755 2.18339
O 3.93338 -2.84138 2.56241
H 1.92293 -2.80801 3.04838
H 2.31477 -1.76282 1.75168
H 2.27712 -3.57355 1.56705
H 4.07529 -2.10517 3.16196
```

Atom charges from the Löwdin analysis, given in e for atoms 1 to 4: number 1, As, carries 1.22; number 2, F, carries -0.33; number 3, F, carries -0.33; number 4, F, carries -0.22

***

Entry from OMol25: C4H5NO in the gas phase (ωB97M-V/def2-TZVPD).

Output
spin multiplicity: 1
SMILES: CC(=O)C#CN
orbital gap: 0.359 Eh

Structure (XYZ):
```
11
C4H5NO ωB97M-V/def2-TZVPD
C 1.47504 1.09885 -0.94154
C 1.01669 0.02110 0.00356
O 1.46438 -0.05702 1.13400
C -0.02013 -0.93246 -0.38829
C -1.09718 -1.12955 0.17135
N -2.09489 -1.40967 0.98632
H 0.62913 1.71232 -1.26933
H 1.96076 0.67286 -1.82602
H 2.17815 1.72306 -0.38865
H -1.83365 -1.58079 1.94788
H -3.01863 -1.04157 0.81290
```

Atom charges from the natural (NBO) analysis, given in e for atoms 1 to 4: number 1, C, carries -0.70; number 2, C, carries 0.53; number 3, O, carries -0.56; number 4, C, carries -0.25

***

Entry from OMol25: C16H20N6O2 in the gas phase (ωB97M-V/def2-TZVPD).

Output
spin multiplicity: 1
SMILES: COCCNc1nc2nonc2nc1N(C)Cc1ccc(C)cc1
orbital gap: 0.308 Eh

Structure (XYZ):
```
44
C16H20N6O2 ωB97M-V/def2-TZVPD
C -2.05726 -4.82804 0.30051
O -1.41078 -3.66771 0.76668
C -2.24867 -2.75928 1.44850
C -3.07441 -1.88532 0.48781
N -2.20151 -1.23698 -0.45751
C -1.70940 0.00096 -0.25349
N -2.29396 0.76279 0.63727
C -1.95380 2.06556 0.57135
N -2.36642 3.08254 1.28740
O -1.80618 4.17087 0.72314
N -1.03629 3.88194 -0.33995
C -1.08832 2.57891 -0.46919
N -0.40485 1.76459 -1.29961
C -0.63067 0.48928 -1.13182
N 0.10930 -0.40571 -1.86142
C 0.92502 0.18946 -2.90387
C 0.79240 -1.49244 -1.15208
C 1.98572 -0.96640 -0.39177
C 3.27734 -1.12646 -0.87036
C 4.35310 -0.58970 -0.18486
C 4.16346 0.12721 0.98789
C 5.31750 0.72967 1.72787
C 2.86627 0.28575 1.46491
C 1.79241 -0.25414 0.78598
H -2.55875 -5.35495 1.11992
H -1.27806 -5.46475 -0.11396
H -2.79365 -4.60640 -0.47984
H -2.91531 -3.28726 2.14220
H -1.57443 -2.11779 2.02190
H -3.59151 -1.10865 1.05136
H -3.79998 -2.49089 -0.06058
H -1.73160 -1.83008 -1.12258
H 1.28325 -0.60506 -3.55658
H 1.77554 0.74194 -2.49726
H 0.30877 0.88316 -3.47017
H 1.10737 -2.22296 -1.90217
H 0.11944 -1.98333 -0.44755
H 3.44656 -1.67884 -1.78399
H 5.35259 -0.72674 -0.57215
H 5.26608 1.81712 1.67970
H 6.26498 0.40994 1.30178
H 5.28945 0.44282 2.77776
H 2.69935 0.83932 2.37748
H 0.79199 -0.12134 1.17521
```

Atom charges from the natural (NBO) analysis, given in e for atoms 1 to 4: number 1, C, carries -0.25; number 2, O, carries -0.55; number 3, C, carries -0.07; number 4, C, carries -0.26

***

Entry from OMol25: a molecular structure, C5H17IN2Os (ωB97M-V/def2-TZVPD).

Output
net charge: +2
spin multiplicity: 5
orbital gap (alpha / beta): 0.270 / 0.252 Eh
<S²>: 6.021

Structure (XYZ):
```
26
C5H17IN2Os ωB97M-V/def2-TZVPD
C -1.68416 0.75281 -2.33057
C -1.68781 -0.69225 -2.39809
H -2.65793 1.27599 -2.34521
H -1.01791 1.11551 -3.19821
H -0.95628 1.40457 -1.48598
H -1.22318 -1.36022 -1.40627
H -2.62707 -1.21696 -2.50417
H -1.01232 -1.12787 -3.13724
Os -0.23307 -0.03040 -0.16746
C 1.47861 -0.01735 -1.10484
H 1.84360 -1.04047 -1.22635
H 2.29006 0.56487 -0.66772
H 1.30753 0.36172 -2.11585
I -2.55102 0.06625 0.95268
N 0.41506 1.37489 1.13612
C 1.17210 0.72519 2.30179
C 0.65428 -0.71936 2.54229
N 0.43186 -1.40220 1.17811
H 0.97566 2.13957 0.74771
H -0.39180 1.86902 1.55418
H 2.26970 0.69507 2.00007
H 1.09764 1.36580 3.21255
H 1.38554 -1.31833 3.12864
H -0.31110 -0.72598 3.08065
H 1.29378 -1.91590 0.95667
H -0.26174 -2.14398 1.29649
```

Atom charges from the natural (NBO) analysis, given in e for atoms 1 to 4: number 1, C, carries -0.60; number 2, C, carries -0.57; number 3, H, carries 0.29; number 4, H, carries 0.28

***

Entry from OMol25: a gas-phase ion, C5H10N (charge +1) (ωB97M-V/def2-TZVPD).

Output
net charge: +1
spin multiplicity: 3
orbital gap (alpha / beta): 0.230 / 0.294 Eh
<S²>: 2.007

Structure (XYZ):
```
16
C5H10N ωB97M-V/def2-TZVPD
C -0.06446 0.04014 -1.33267
C -0.06875 1.29876 0.49236
C -0.80122 0.21969 -0.07823
C -2.00004 -0.55595 0.35275
C 1.90504 -0.49441 0.35966
N 0.72381 0.09903 -0.06089
H -0.05844 -0.92218 -1.78956
H 0.21385 0.70615 -2.11747
H 0.30199 2.19727 -0.06111
H -0.10363 1.40858 1.57693
H -1.97819 -1.50573 -0.31496
H -2.92950 0.16705 0.08355
H -1.90018 -0.66380 1.44961
H 1.69889 -1.04779 1.26758
H 2.32713 -1.27585 -0.38993
H 2.73370 0.32903 0.56238
```

Atom charges from the natural (NBO) analysis, given in e for atoms 1 to 4: number 1, C, carries -0.27; number 2, C, carries -0.24; number 3, C, carries -0.02; number 4, C, carries -0.63

***

Entry from OMol25: C4H6N2 in the gas phase (ωB97M-V/def2-TZVPD).

Output
spin multiplicity: 1
SMILES: Nc1cc[nH]c1
orbital gap: 0.322 Eh

Structure (XYZ):
```
12
C4H6N2 ωB97M-V/def2-TZVPD
N -2.05460 0.13759 -0.27957
C -0.65573 0.08469 -0.10199
C 0.05996 -1.14872 -0.05996
C 1.38892 -0.84720 0.06102
N 1.51799 0.50838 0.09125
C 0.27158 1.09809 0.00493
H -2.45460 1.06704 -0.27996
H -2.52709 -0.42502 0.41725
H -0.35749 -2.14594 -0.14056
H 2.24518 -1.50283 0.09419
H 2.39274 0.99797 0.16080
H 0.17313 2.17594 0.03261
```

Atom charges from the natural (NBO) analysis, given in e for atoms 1 to 4: number 1, N, carries -0.81; number 2, C, carries 0.08; number 3, C, carries -0.34; number 4, C, carries -0.05

***

The calculation returns the following relative energy (zero: lowest compared OMol25 entry of this formula, charge and spin) values, one per record and in order: 36.706 2.336 2.332 0.000 5.443 0.415 eV.